The following is a DFT calculation (ωB97M-V/def2-TZVPD) of a 15-piece molecular cluster, C7H42O14 overall at a distorted geometry.

Atoms and positions in Å:
C: 1.83712 0.20084 -1.71899
C: 1.85203 -0.06044 -0.22574
C: 0.40401 -0.14685 0.16298
C: -0.45240 1.08813 0.02526
C: -2.70066 0.54423 0.68250
C: -1.50786 1.01652 1.06823
C: -1.40506 1.77534 2.37453
H: 1.06215 -0.40983 -2.18106
H: 1.84520 1.23572 -1.93674
H: 2.70148 -0.10766 -2.26659
H: 2.48515 -0.91272 0.02331
H: 2.50675 0.67869 0.19918
H: -0.07417 -1.04966 -0.22042
H: 0.31385 -0.54323 1.24724
H: -0.85663 1.30368 -0.93270
H: 0.16125 1.97826 0.27160
H: -3.48683 0.38839 1.44652
H: -2.89347 0.03563 -0.27538
H: -0.47338 1.44445 2.83797
H: -2.42146 1.56340 2.92714
H: -1.33544 2.87478 2.20767
H: 1.51130 -0.37660 2.50416
H: 2.26051 0.61897 3.61834
O: 1.70344 0.49320 2.85099
H: -0.34491 -1.98076 3.79595
H: -1.66558 -2.53747 3.35638
O: -1.04531 -2.55953 4.10300
H: -1.93149 3.25986 -0.44504
H: -1.51759 2.77764 -1.81709
O: -1.33596 3.48942 -1.17019
H: 0.53188 4.61356 0.32120
H: -0.79274 4.88549 0.05695
O: -0.31043 4.67104 0.86536
H: 1.73963 1.74273 1.84385
H: 1.33589 3.12406 1.97541
O: 1.87032 2.58589 1.37063
H: -4.71904 -0.10293 -1.88747
H: -3.95814 1.45276 -1.55722
O: -4.26567 0.70607 -2.03598
H: 1.19213 -4.57677 -0.23775
H: -0.25037 -4.87151 0.49028
O: 0.59870 -4.44096 0.49319
H: 4.52579 -0.50134 0.57084
H: 5.53586 0.55831 -0.00319
O: 5.20575 -0.33314 -0.08020
H: 0.50745 -2.87125 -2.95098
H: -0.22116 -3.31529 -1.52056
O: 0.52601 -3.40394 -2.16246
H: -2.27690 -1.98348 0.73934
H: -3.68387 -2.57341 0.23090
O: -2.89401 -2.06439 -0.03669
H: 1.91670 -2.77459 3.39535
H: 1.39921 -3.06233 1.94100
O: 1.71200 -2.36831 2.54426
H: 2.16633 3.68893 -3.08738
H: 1.32862 3.49946 -1.85324
O: 1.74771 4.17945 -2.37730
H: -2.19978 -2.86385 -1.44195
H: -1.99190 -3.23266 -2.88096
O: -2.28336 -3.62396 -2.06313
H: 1.07497 -1.19187 -4.64511
H: -0.39659 -0.45061 -4.08189
O: 0.13293 -1.18349 -4.44813

Gap between HOMO and LUMO, eV: 9.15
Energy above the lowest of the compared OMol25 structures with the same formula, charge and spin, kJ/mol: 574.5
Lowest unoccupied orbital energy, eV: -0.2
F_max, hartree/bohr: 0.071
Molecular weight, g mol⁻¹: 350.399

Löwdin atomic charge list, values in e, 2 entries:
1. C -0.081
2. C -0.248



The following is a DFT calculation (ωB97M-V/def2-TZVPD) of a 19-piece molecular cluster, C7H46BBrCl3O21 overall at a distorted geometry.

Atoms and positions in Å:
C: 3.39466 -0.14998 0.29613
C: 2.35680 -1.41564 0.12097
Cl: 2.11708 -2.15389 1.80335
C: 0.97869 -1.06849 -0.69413
B: -0.33733 -0.77265 0.24511
C: -1.06824 -2.24347 0.44421
C: -2.37592 -2.20394 1.45408
O: -2.27981 -2.90961 2.61512
Cl: -3.97422 -1.31536 1.10618
O: -1.40004 -0.03957 -0.53060
C: -1.86244 1.23654 0.05632
C: -0.52907 1.52221 1.00769
Cl: -0.67189 2.73051 2.41278
Br: 0.68862 2.48623 -0.25317
O: -0.19368 0.12716 1.42417
H: 4.47861 -0.46019 -0.09610
H: 3.06468 0.75856 -0.36422
H: 3.54873 0.14393 1.44256
H: 2.93792 -2.22280 -0.53929
H: 1.19525 -0.17503 -1.42905
H: 0.73317 -2.01091 -1.37862
H: -1.49878 -2.54037 -0.62903
H: -0.33224 -3.11282 0.73564
H: -2.76429 1.24294 0.80192
H: -2.03557 2.06334 -0.78504
O: 4.35144 2.90050 -1.08659
H: 4.84294 3.57352 -0.59225
H: 3.48295 3.30483 -1.23228
O: 4.60170 5.74438 -1.57594
H: 5.30768 6.39218 -1.43154
H: 4.56795 5.64587 -2.53935
O: 0.53838 0.06950 -4.01084
H: -0.22190 0.20554 -3.42571
H: 0.66084 0.92997 -4.43931
O: 2.20686 -5.26929 0.76146
H: 2.83258 -5.21214 1.49911
H: 1.33789 -5.25474 1.19004
O: -2.42195 -3.54227 -2.16435
H: -3.26314 -3.98785 -1.98332
H: -2.33759 -3.58444 -3.12876
O: 2.53139 4.31557 -3.15794
H: 2.56724 5.04350 -2.51940
H: 2.17869 4.72638 -3.96158
O: 7.06432 6.83439 0.02621
H: 6.64481 6.35164 0.75413
H: 7.96819 6.99012 0.33888
O: -0.53750 5.56725 0.11023
H: -1.29454 6.17176 0.09101
H: -0.79063 4.89583 0.76146
O: -4.73750 2.40807 -0.00610
H: -5.49454 3.01257 -0.02532
H: -4.99063 1.73665 0.64513
O: -3.01910 2.13250 4.70609
H: -2.93649 1.37075 5.29922
H: -2.12805 2.24309 4.34169
O: -3.64227 -4.87652 -4.38200
H: -4.48346 -5.32210 -4.20096
H: -3.55790 -4.91869 -5.34641
O: -2.55599 -7.40768 -5.58999
H: -2.97550 -7.89043 -4.86207
H: -1.65213 -7.25194 -5.27732
O: 7.58468 4.20383 1.41994
H: 7.93161 3.40019 1.83552
H: 7.90008 4.14920 0.50533
O: -5.56888 -4.72419 0.87020
H: -5.07738 -4.05117 1.36454
H: -6.43737 -4.31986 0.72450
O: 0.02795 4.56969 5.27490
H: 0.08332 5.43759 4.84760
H: -0.22338 3.97051 4.55601
O: -5.88560 -3.25867 -3.14048
H: -6.18975 -2.83368 -2.32453
H: -5.13676 -2.71272 -3.42362
O: -5.38091 -2.64533 3.51388
H: -5.61766 -3.13200 4.31763
H: -4.41354 -2.69486 3.48670
O: 3.96825 -4.02075 4.49487
H: 4.00409 -3.29282 5.13342
H: 3.61555 -3.60994 3.69124

Gap between HOMO and LUMO, eV: 7.24
Net charge: -1
Lowest unoccupied orbital energy, eV: 1.8
F_max, hartree/bohr: 0.165
Molecular weight, g mol⁻¹: 663.499

Löwdin atomic charge list, values in e, 2 entries:
1. C -0.159
2. C -0.618



The following is a DFT calculation (ωB97M-V/def2-TZVPD) of C7H4Cl4NiO3Te4 as an isolated structure.

Atoms and positions in Å:
Ni: 0.93294 1.43276 -0.86477
Cl: -1.76076 -4.79274 -0.14117
C: -1.57277 -3.06520 -0.22391
C: -2.67293 -2.23923 -0.12258
Cl: -4.26430 -2.90816 0.08774
C: -2.49802 -0.84556 -0.18880
Cl: -3.86094 0.22296 -0.03823
C: -1.24504 -0.26997 -0.35991
O: -1.03294 1.01970 -0.40488
C: -0.09518 -1.12918 -0.47383
O: 1.06529 -0.57040 -0.61400
C: -0.29469 -2.50784 -0.39398
Cl: 1.10890 -3.52806 -0.50238
Te: 3.47377 1.26716 -1.62854
Te: 3.97461 3.55419 -2.99779
Te: 2.45179 5.26636 -1.53749
Te: 0.14521 3.86105 -1.51261
C: 1.26643 0.68755 2.19804
O: 0.76444 1.74938 1.40057
H: 1.16368 -0.27828 1.70094
H: 0.76420 0.66277 3.17114
H: 2.32743 0.88013 2.35405
H: -0.14112 1.53063 1.09239

Gap between HOMO and LUMO (spin up / spin down), eV: 5.38 / 5.33
Energy above the lowest of the compared OMol25 structures with the same formula, charge and spin, kJ/mol: 0.0
Expectation value of S²: 2.008
Multiplicity: 3
Net charge: -2
Lowest unoccupied orbital energy (spin up / spin down), eV: 4.2 / 4.2
F_max, hartree/bohr: 0.006
Molecular weight, g mol⁻¹: 847.011

Löwdin atomic charge list, values in e, 2 entries:
1. Ni 0.072
2. Cl 0.585



The following is a DFT calculation (ωB97M-V/def2-TZVPD) of a 2-piece molecular cluster, C7H4ClF5S overall at a distorted geometry.

Atoms and positions in Å:
C: -2.74144 0.10853 0.74777
C: -1.66477 1.06064 0.55974
C: -2.72413 -0.94678 -0.14283
C: -0.88143 0.61600 -0.51323
C: 0.32894 1.25240 -0.92440
C: 1.90335 0.21037 0.19096
C: 2.13245 -1.26685 -0.06838
F: 3.01899 0.91832 -0.02191
F: 1.40023 0.35048 1.40950
F: 2.07198 -1.53836 -1.38976
F: 1.12883 -2.09861 0.44429
F: 3.34416 -1.72916 0.33987
S: -1.39634 -0.83485 -1.14795
Cl: 0.72147 2.91134 -0.47144
H: -3.34316 0.20817 1.63988
H: -1.21970 1.79934 1.25582
H: -3.02526 -1.99268 -0.11382
H: 0.94584 0.97169 -1.79410

Gap between HOMO and LUMO (spin up / spin down), eV: 8.20 / 8.20
Lowest unoccupied orbital energy (spin up / spin down), eV: -0.5 / -0.5
F_max, hartree/bohr: 0.094
Molecular weight, g mol⁻¹: 250.619

Löwdin atomic charge list, values in e, 2 entries:
1. C -0.159
2. C -0.095



The following is a DFT calculation (ωB97M-V/def2-TZVPD) of a 2-piece molecular cluster, C7H4F3O3S overall at a distorted geometry.

Atoms and positions in Å:
C: -1.25523 -1.89398 -0.09078
C: -0.88607 -2.69421 0.93645
C: 0.68736 -0.83641 0.71053
C: -0.34422 -0.80557 -0.20781
C: 1.94367 2.38549 1.34284
C: -0.50713 0.33974 -1.18706
C: -1.48935 0.32772 -2.08787
O: 0.99566 1.95296 1.94239
O: 2.48549 2.19255 0.24513
O: 0.33666 1.34869 -1.20331
F: -1.64782 1.26503 -2.96444
F: 2.74496 3.35409 2.07987
F: -2.39409 -0.64060 -2.25039
S: 0.50308 -2.16045 1.74345
H: -2.25043 -1.99465 -0.61008
H: -1.23263 -3.66828 1.17869
H: 1.37000 -0.01498 0.78298
H: 0.94009 1.54285 -0.36060

Gap between HOMO and LUMO, eV: 7.63
Energy above the lowest of the compared OMol25 structures with the same formula, charge and spin, kJ/mol: 42.5
Net charge: -1
Lowest unoccupied orbital energy, eV: 2.9
F_max, hartree/bohr: 0.054
Molecular weight, g mol⁻¹: 225.167

Löwdin atomic charge list, values in e, 2 entries:
1. C -0.143
2. C -0.459



The following is a DFT calculation (ωB97M-V/def2-TZVPD) of one molecule with the formula C7H4O at a distorted geometry.

Atoms and positions in Å:
C: -1.88391 -0.35351 -0.01097
C: -1.33784 0.94882 -0.06420
C: -0.94755 -1.46533 0.03243
C: 0.03789 1.01989 -0.04714
C: 0.39491 -1.32753 0.02188
C: 1.17332 0.58077 0.19106
C: 2.55870 0.52706 0.11505
O: 3.26016 -0.45481 0.06522
H: -3.01760 -0.50550 -0.15253
H: -1.94345 1.95350 -0.07077
H: -1.12597 -2.53416 0.06166
H: 2.83135 1.61081 -0.14170

Gap between HOMO and LUMO, eV: 8.40
Energy above the lowest of the compared OMol25 structures with the same formula, charge and spin, kJ/mol: 277.6
Lowest unoccupied orbital energy, eV: -1.0
F_max, hartree/bohr: 0.066
Molecular weight, g mol⁻¹: 104.108

Löwdin atomic charge list, values in e, 2 entries:
1. C -0.069
2. C -0.114



> Among the records above, which one has the highest molecular weight?

C7H4Cl4NiO3Te4